No. 1
DFT (ωB97M-V/def2-TZVPD) results for a structure of composition C36H37N9O3STl.

Structure (XYZ):
```
87
Properties=species:S:1:pos:R:3:forces:R:3
Tl -0.4889 -0.4016 -0.5652 -0.2 -0.2 0.4
C -4.3561 -2.0433 -1.1855 0.1 0.1 -0.3
O -5.1484 -2.1620 -0.0259 0.1 0.4 0.7
C -4.4600 -2.1310 1.1952 -0.2 -0.2 -0.2
C -5.0191 -2.8824 2.2044 0.0 0.1 -0.1
C -4.4298 -2.9396 3.4649 -0.2 -0.2 0.2
C -3.2407 -2.2807 3.6738 0.1 0.1 0.0
C -2.6295 -1.5178 2.6741 -0.7 -0.4 -0.3
C -1.3243 -0.9976 2.9752 1.0 0.4 0.1
N -0.4589 -0.5829 2.1224 -0.6 -0.6 -0.5
N 0.7536 -0.2113 2.5897 0.7 0.7 1.2
C 1.7623 -0.3608 1.7562 -0.8 -0.6 0.1
O 1.7473 -0.9659 0.6515 0.1 0.0 -0.5
C 3.0445 0.2385 2.2214 0.3 0.0 0.0
C 3.9520 0.6559 1.2523 -0.2 -0.1 0.0
C 5.1490 1.2387 1.6178 0.2 0.0 0.0
C 5.4659 1.3879 2.9593 0.1 0.1 0.1
C 4.5736 0.9575 3.9292 0.1 0.0 0.1
C 3.3669 0.3889 3.5649 -0.1 0.0 -0.1
C -3.2864 -1.3230 1.4062 -0.2 0.1 0.2
O -2.8938 -0.4762 0.5436 0.0 0.2 -0.1
H -3.6080 -2.8423 -1.2363 0.0 0.0 0.0
H -3.8282 -1.0877 -1.2078 0.0 -0.2 -0.1
H -5.0379 -2.1404 -2.0337 0.0 -0.1 0.0
H -5.9378 -3.4164 2.0004 -0.1 -0.1 -0.1
H -4.8932 -3.5109 4.2582 0.0 0.0 0.0
H -2.7430 -2.3689 4.6342 0.0 0.0 0.0
H -1.0283 -1.0705 4.0342 0.1 0.1 -0.2
H 3.6783 0.5178 0.2168 0.0 -0.1 -0.1
H 5.8451 1.5690 0.8583 0.0 0.0 -0.1
H 6.4040 1.8440 3.2494 0.1 0.0 0.0
H 4.8274 1.0563 4.9774 0.0 0.0 0.0
H 2.6579 0.0559 4.3077 -0.1 0.0 0.0
N 1.9857 3.8804 -1.3638 0.0 -0.4 -0.6
C 1.9265 4.8159 -0.3464 0.0 0.5 0.5
C 2.2832 6.1277 -0.6116 0.0 -0.1 0.1
C 2.2825 7.0825 0.3964 0.0 0.0 0.0
C 1.9185 6.7193 1.6769 0.0 0.1 0.1
C 1.5434 5.4052 1.9501 0.0 0.0 -0.2
C 1.5345 4.4545 0.9472 -0.1 -0.4 -0.3
S 0.9900 2.7767 1.2631 0.2 0.7 0.6
N 0.9764 2.0719 -0.2336 0.2 0.0 -1.0
C 1.4189 2.6128 -1.3002 -0.1 0.4 1.3
C 1.3982 1.8812 -2.5620 0.0 -0.7 -1.1
C 1.4039 2.5260 -3.8074 0.1 0.0 0.4
C 1.5317 1.7644 -4.9498 0.0 -0.5 -0.1
C 1.6008 0.3784 -4.8313 -0.1 0.4 -0.1
C 1.4811 -0.1735 -3.5667 0.1 -0.2 -0.2
N 1.4021 0.5495 -2.4684 0.3 0.7 0.3
H 2.2345 4.2274 -2.2761 0.0 -0.1 0.2
H 2.5657 6.3943 -1.6198 0.1 0.1 -0.1
H 2.5607 8.1024 0.1680 0.0 0.0 0.0
H 1.9035 7.4554 2.4674 0.0 0.0 0.1
H 1.2605 5.1115 2.9491 -0.1 0.0 0.1
H 1.2885 3.5970 -3.8945 0.0 0.1 0.0
H 1.5808 2.2349 -5.9241 0.0 0.0 0.0
H 1.7263 -0.2443 -5.7027 0.0 -0.1 -0.1
H 1.4602 -1.2428 -3.4082 0.0 -0.2 -0.1
N -1.5878 2.0951 -2.0627 0.5 0.3 -0.2
C -2.7204 1.9374 -1.9202 0.2 0.1 -0.1
N -4.0034 1.7434 -1.7868 -0.6 -0.4 0.3
C -4.7863 2.5476 -0.8779 -0.2 0.6 0.3
C -5.4749 3.6795 -1.6517 -0.1 -0.2 0.1
C -6.3167 3.0943 -2.7868 0.2 0.2 -0.1
C -5.4646 2.1980 -3.6849 -0.1 -0.1 0.2
C -4.7709 1.1215 -2.8416 -0.2 0.0 -0.6
H -4.1359 2.9354 -0.0917 -0.1 -0.1 0.0
H -5.5400 1.8940 -0.4210 0.1 0.1 0.0
H -4.7159 4.3490 -2.0662 0.0 0.0 0.1
H -6.1098 4.2585 -0.9785 0.0 0.1 0.0
H -6.7627 3.8993 -3.3779 -0.1 -0.1 0.0
H -7.1300 2.5032 -2.3583 -0.1 0.0 0.0
H -4.7041 2.8015 -4.1860 0.0 0.0 -0.1
H -6.0895 1.7320 -4.4494 0.0 0.0 -0.1
H -4.1115 0.5028 -3.4555 -0.1 0.0 0.2
H -5.5226 0.4749 -2.3719 0.1 0.0 -0.1
C -2.1525 -5.1344 0.2190 -0.3 0.0 0.3
N -1.0374 -5.0199 -0.6963 0.1 -0.6 0.5
C -0.5294 -6.2440 -1.2730 0.1 -0.2 -0.2
C -0.8584 -3.9119 -1.3740 0.0 0.0 -0.1
N -0.6589 -2.9612 -1.9909 0.1 0.4 -0.7
H -1.8942 -5.8489 1.0035 0.0 0.1 0.0
H -3.0585 -5.4858 -0.2921 0.0 0.1 0.1
H -2.3534 -4.1710 0.6848 -0.1 0.0 0.0
H -0.3085 -6.9439 -0.4646 0.0 0.0 -0.1
H 0.3923 -6.0327 -1.8178 -0.1 -0.1 0.1
H -1.2552 -6.7083 -1.9586 0.1 0.0 0.1
```
Positions in Å, forces in eV/Å.

Results
Total charge: -1
Spin multiplicity: 1

---

No. 2
DFT (ωB97M-V/def2-TZVPD) results for a structure of composition C36H38BaCl2N7O4P2.

Structure (XYZ):
```
90
Properties=species:S:1:pos:R:3:forces:R:3
Ba 1.7295 0.8957 -1.4679 -1.1 -2.9 2.3
Cl 8.8475 0.9071 0.3274 0.1 0.0 0.1
C 7.3608 0.5376 -0.4971 0.0 -0.1 -0.2
C 6.1737 1.0415 -0.0052 -0.1 0.0 0.0
C 4.9397 0.7754 -0.6141 0.7 -0.1 -0.2
N 3.7362 1.2758 -0.1234 1.1 0.3 1.3
C 3.7145 2.3610 0.6545 0.5 -0.2 -0.2
O 4.6154 3.1686 0.9214 -0.1 0.0 0.1
C 2.3794 2.5956 1.3357 0.0 0.3 0.3
C 2.3715 3.4423 2.4460 0.0 0.0 0.0
C 1.1984 3.6289 3.1486 0.0 0.0 0.0
C 0.0517 2.9755 2.7165 0.0 0.0 0.0
C 0.1476 2.1760 1.5943 -0.1 0.2 0.0
N 1.2735 1.9856 0.9085 0.0 0.3 1.0
C 4.9214 -0.1038 -1.7367 0.5 0.0 0.1
C 6.1481 -0.5596 -2.2381 -0.1 0.0 0.0
C 7.3522 -0.2417 -1.6419 -0.1 0.1 0.2
Cl 8.8285 -0.8334 -2.3422 0.1 -0.1 -0.1
N 3.6942 -0.4248 -2.3190 0.6 -0.6 -0.5
C 3.5710 -1.4807 -3.1257 0.3 0.1 0.3
O 4.3822 -2.3675 -3.4314 0.0 0.1 -0.2
C 2.1935 -1.6221 -3.7421 -0.1 -0.2 -0.1
C 2.0938 -2.1566 -5.0262 0.0 0.0 -0.1
C 0.8453 -2.3732 -5.5721 0.0 0.1 0.1
C -0.2782 -2.0748 -4.8092 0.0 0.0 0.0
C -0.0850 -1.5374 -3.5518 -0.1 0.1 -0.1
N 1.1166 -1.3020 -3.0244 0.0 -0.4 -0.2
H 6.2042 1.6764 0.8640 0.0 0.0 0.0
H 3.2986 3.9226 2.7220 0.0 0.0 0.0
H 1.1752 4.2734 4.0187 0.0 0.0 0.0
H -0.8908 3.0760 3.2389 0.0 0.0 0.0
H -0.7233 1.6544 1.2179 0.0 0.0 0.0
H 6.1524 -1.1914 -3.1095 0.0 0.0 0.0
H 3.0041 -2.3980 -5.5559 0.0 0.0 0.0
H 0.7395 -2.7675 -6.5752 0.0 0.0 0.0
H -1.2774 -2.2501 -5.1853 0.0 0.0 0.0
H -0.9323 -1.2544 -2.9372 0.0 0.0 0.0
C -0.4379 -2.6466 -0.0115 0.0 0.2 0.0
P -0.2379 -1.1015 0.9858 0.3 -0.6 0.2
C -2.0197 -0.9820 1.5123 0.0 0.0 0.3
N -2.4741 -1.6771 2.5279 0.3 0.0 -0.1
C -3.7901 -1.5930 2.8360 -0.2 0.2 -0.2
C -4.3189 -2.3815 3.8800 -0.2 -0.1 0.1
C -5.6537 -2.3150 4.1733 0.2 -0.1 0.1
C -6.5059 -1.4540 3.4531 -0.1 0.2 -0.2
C -6.0188 -0.6780 2.4371 -0.1 -0.1 0.1
C -4.6500 -0.7470 2.1004 0.2 -0.2 0.2
N -4.1779 -0.0403 1.0465 0.2 0.1 -0.2
C -2.9067 -0.1460 0.7421 -0.2 0.1 0.0
P -2.2657 0.5825 -0.8445 -0.4 0.2 -0.5
C -3.3246 -0.5168 -1.9013 0.2 0.1 0.1
C -3.1321 2.2505 -1.1309 0.0 -0.1 0.2
C -2.9821 2.5148 -2.6357 0.1 -0.2 0.0
C -4.6069 2.3642 -0.7490 0.1 0.0 0.0
C -2.3387 3.3113 -0.3630 0.0 -0.1 0.0
C 0.7600 -1.7399 2.4638 -0.1 0.1 0.0
C 0.3449 -3.0648 3.1059 0.1 0.1 -0.2
C 2.1821 -1.8794 1.9028 0.0 0.1 -0.1
C 0.7662 -0.6323 3.5227 -0.1 0.0 -0.1
H -0.9808 -3.4184 0.5334 0.0 0.0 0.0
H 0.5475 -3.0042 -0.3082 0.0 0.0 0.0
H -0.9824 -2.3954 -0.9217 0.0 -0.1 0.0
H -3.6488 -3.0412 4.4162 0.0 0.0 0.0
H -6.0643 -2.9342 4.9607 0.0 0.0 0.0
H -7.5583 -1.4148 3.7043 0.0 0.0 0.0
H -6.6584 -0.0198 1.8635 0.0 0.0 0.0
H -4.3787 -0.3911 -1.6571 0.0 0.0 0.0
H -3.0470 -1.5549 -1.7105 0.0 0.0 0.0
H -3.1485 -0.2950 -2.9534 0.0 0.0 0.0
H -3.7052 1.9359 -3.2136 0.0 0.0 0.0
H -1.9791 2.2659 -2.9843 0.0 0.1 -0.1
H -3.1633 3.5736 -2.8370 0.0 0.0 0.0
H -5.2177 1.6036 -1.2354 0.0 0.0 0.0
H -4.9706 3.3449 -1.0748 0.0 0.0 0.0
H -4.7507 2.2825 0.3241 -0.1 0.0 0.0
H -1.2799 3.2708 -0.6262 0.0 0.1 0.0
H -2.4402 3.1791 0.7168 0.0 0.0 0.0
H -2.7150 4.3067 -0.6132 0.0 0.0 0.0
H 0.3153 -3.8743 2.3741 0.0 0.0 0.0
H -0.6266 -2.9879 3.5769 -0.2 0.0 0.1
H 1.0847 -3.3353 3.8668 0.0 0.0 0.0
H 2.2635 -2.7124 1.2020 0.0 0.0 0.0
H 2.8830 -2.0651 2.7207 0.0 0.0 0.0
H 2.4989 -0.9655 1.3902 0.1 0.0 0.0
H -0.2444 -0.4001 3.8691 0.0 0.0 0.0
H 1.2132 0.2807 3.1257 0.0 0.0 0.0
H 1.3595 -0.9509 4.3839 0.0 0.0 0.0
O 0.1768 1.6275 -3.0682 -1.4 1.1 -1.3
N 1.0324 2.3985 -3.5728 -0.2 0.7 -1.7
O 1.9003 2.8323 -2.7878 -0.2 1.5 -0.8
```
Positions in Å, forces in eV/Å.

Results
Total charge: -1
Energy above the lowest of the compared OMol25 structures with the same formula, charge and spin (kJ/mol): 236.59
Spin multiplicity: 1

---

Looking at calculated total energy for the records above, in order, we have -2683.219571, -3707.601714 Ha.
Looking at orbital gap for the records above, in order, we have 5.53, 5.12 eV.
Looking at max |F| for the records above, in order, we have 1.51, 3.87 eV Å⁻¹.